No. 1
Computed, not measured: a single C4H7N3 molecule, with ωB97M-V/def2-TZVPD.

Summary:
- HOMO energy (eV) = -8.0782
- HOMO-LUMO gap (eV) = 9.2
- SMILES = CNc1cc[nH]n1
- ΔE to the lowest compared entry with this formula, charge and spin (kcal/mol) = 17.65

```
! RIJCOSX wB97M-V def2-TZVPD def2/J DEFGRID3
* xyz 0 1
C -1.5064 -1.3775 0.9411
N -0.0984 -1.1793 0.7492
C 0.4199 -0.0275 0.1537
C -0.1238 0.9399 -0.7542
C 0.9852 1.6417 -1.1940
N 2.0619 1.1015 -0.5442
N 1.7208 0.1327 0.3123
H -1.8975 -0.5253 1.5053
H -2.0877 -1.5057 0.0124
H -1.6411 -2.2775 1.5516
H 0.3879 -1.9923 0.4026
H -1.1720 1.0607 -1.0175
H 1.1208 2.3953 -1.9655
H 3.0002 1.4420 -0.4108
*
```

***

No. 2
Computed, not measured: a single C4H7N3 molecule in a non-equilibrium geometry, with ωB97M-V/def2-TZVPD.

Summary:
- HOMO energy (eV) = -9.5843
- HOMO-LUMO gap (eV) = 10.4
- SMILES = [H]/N=C(\C#N)NCC
- ΔE to the lowest compared entry with this formula, charge and spin (kcal/mol) = 9.85

```
! RIJCOSX wB97M-V def2-TZVPD def2/J DEFGRID3
* xyz 0 1
H 2.4931 -1.5849 -0.8843
N 1.5415 -1.3852 -0.5926
C 1.4208 -0.1717 -0.2125
C 2.5371 0.7807 -0.2015
N 3.4354 1.5096 -0.2025
N 0.2516 0.3718 0.2215
C -0.9891 -0.3804 0.2880
C -2.1042 0.3073 -0.4880
H 0.2535 1.3343 0.5184
H -0.7733 -1.3696 -0.1199
H -1.2776 -0.5154 1.3382
H -1.8404 0.3930 -1.5464
H -2.2940 1.3150 -0.0993
H -3.0343 -0.2648 -0.4098
*
```

***

No. 3
Computed, not measured: a single C4H7N3 molecule, with ωB97M-V/def2-TZVPD.

Summary:
- HOMO energy (eV) = -6.6379
- HOMO-LUMO gap (eV) = 7.5
- ΔE to the lowest compared entry with this formula, charge and spin (kcal/mol) = 113.31

```
! RIJCOSX wB97M-V def2-TZVPD def2/J DEFGRID3
* xyz 0 1
N 2.1517 1.1535 -0.0465
C 1.1471 0.2112 -0.0634
C -0.3227 0.2076 -0.2699
C -1.0793 -0.1022 0.9743
N -2.3696 0.1599 0.7861
C -0.0907 -1.3079 -0.7369
N 1.2636 -1.0760 -0.2542
H 2.8822 1.0059 -0.7294
H 1.8256 2.1087 -0.0434
H -0.7198 0.9749 -0.9538
H -3.0392 -0.1254 1.4858
H -2.7768 0.5718 -0.0549
H -0.5786 -2.0673 -0.1033
H 2.0514 -1.6948 -0.1088
*
```

***

No. 4
Computed, not measured: a molecular structure, C4H7N3, with ωB97M-V/def2-TZVPD.

Summary:
- HOMO energy (eV) = -7.9994
- HOMO-LUMO gap (eV) = 8.8
- ΔE to the lowest compared entry with this formula, charge and spin (kcal/mol) = 110.58

```
! RIJCOSX wB97M-V def2-TZVPD def2/J DEFGRID3
* xyz 0 1
C 2.2453 0.1657 0.4106
N 1.1188 0.7230 -0.3124
C -0.1111 0.1263 -0.1477
N -1.0875 0.3979 -1.1717
N -2.2087 0.0836 -0.5524
C -1.9824 -0.4577 0.7052
C -0.6479 -0.4791 1.0491
H 1.9101 -0.0600 1.4246
H 2.6297 -0.7609 -0.0411
H 3.0481 0.9069 0.4461
H 1.3075 1.0414 -1.2536
H -3.0434 -0.0070 -1.1160
H -2.8566 -0.7796 1.2626
H -0.3777 -0.7595 -1.0231
*
```

***

No. 5
Computed, not measured: a gas-phase ion, C4H7N3 (charge +2) in a non-equilibrium geometry, with ωB97M-V/def2-TZVPD.

Summary:
- HOMO energy (eV) = -21.4544
- HOMO-LUMO gap (eV) = 10.5
- SMILES = [H]/N=C(\[N+]#C)C(C)=[NH2+]
- ΔE to the lowest compared entry with this formula, charge and spin (kcal/mol) = 9.84

```
! RIJCOSX wB97M-V def2-TZVPD def2/J DEFGRID3
* xyz 2 1
H -1.5000 2.1310 -1.2586
N -1.2479 1.4870 -0.5969
C -0.3475 0.6637 -0.5299
N 0.8087 0.5213 -1.5411
C 1.4936 0.7885 -2.4247
C -0.2615 -0.3289 0.5874
C 0.7085 -1.2831 0.9075
N -1.3443 -0.2195 1.3418
H 2.2260 1.1319 -3.0246
H 0.6996 -2.1534 0.2928
H 0.5091 -1.6688 1.9371
H 1.6985 -0.9518 0.8629
H -1.5511 -0.7172 2.2982
H -1.8916 0.5993 1.1480
*
```

***

No. 6
Computed, not measured: a molecular structure, C4H7N3O in a non-equilibrium geometry, with ωB97M-V/def2-TZVPD.

Summary:
- HOMO energy (eV) = -8.8850
- HOMO-LUMO gap (eV) = 9.5
- ΔE to the lowest compared entry with this formula, charge and spin (kcal/mol) = 179.50

```
! RIJCOSX wB97M-V def2-TZVPD def2/J DEFGRID3
* xyz 0 1
C 1.8529 -1.3533 0.7895
C 0.0763 0.2408 0.0594
C -0.6261 0.5022 1.1571
C -1.8059 1.1161 0.7710
H 3.1209 -0.9066 1.4598
H 2.2955 -2.5211 0.0888
H 0.8081 -1.5365 1.6095
H -0.0802 0.1914 2.2152
H -2.7234 1.3462 1.1747
H -0.2735 1.2575 -2.7680
H -1.1686 -0.1570 -2.4367
N -1.9157 1.1029 -0.6542
N -0.6593 0.6899 -0.9865
N -0.2413 0.4532 -2.2568
O 1.3404 -0.4258 -0.2228
*
```

***

No. 7
Computed, not measured: a single C4H7N3O molecule in a non-equilibrium geometry, with ωB97M-V/def2-TZVPD.

Summary:
- HOMO energy (eV) = -11.0920
- HOMO-LUMO gap (eV) = 11.2
- SMILES = CC(C)c1nnon1
- ΔE to the lowest compared entry with this formula, charge and spin (kcal/mol) = 116.00

```
! RIJCOSX wB97M-V def2-TZVPD def2/J DEFGRID3
* xyz 0 1
C -0.0926 -1.5876 0.3707
C -0.1862 -0.3162 -0.5953
C -1.5554 0.2618 -0.6445
C 0.8275 0.6817 0.0325
N 2.1571 1.1071 -0.3187
N 2.7402 1.6792 0.7073
O 1.7200 1.8817 1.5581
N 0.5064 1.3250 1.1914
H -0.5080 -1.4389 1.3690
H 0.9701 -1.8571 -0.0166
H -0.9095 -2.3199 -0.1294
H 0.2329 -0.5140 -1.6331
H -2.3636 -0.5915 -0.7090
H -1.8226 1.0328 -1.5127
H -1.7161 0.6561 0.3302
*
```

***

No. 8
Computed, not measured: 2 unconnected molecules or ions with the total composition C4H7N3O in a non-equilibrium geometry, with ωB97M-V/def2-TZVPD.

Summary:
- HOMO energy (alpha / beta) (eV) = -8.7177 / -9.2483
- HOMO-LUMO gap (alpha / beta) (eV) = 7.4 / 7.9
- SMILES = [H]/N=C1/C(=C)/C1=[NH+]\[O-].N
- ΔE to the lowest compared entry with this formula, charge and spin (kcal/mol) = 150.60

```
! RIJCOSX wB97M-V def2-TZVPD def2/J DEFGRID3
* xyz 0 1
H 0.5339 3.4758 -0.1437
N 1.2365 2.9803 0.2934
C 0.6384 1.9315 0.6820
C 0.6865 0.5355 1.1804
C 1.5094 -0.4656 1.4757
C -0.4944 1.0605 0.5974
N -1.6594 0.6921 0.1269
O -2.0943 -0.5127 0.1130
H 1.1401 -1.4223 1.5783
H 2.5881 -0.1833 1.3933
H -2.1719 1.3596 -0.4113
N -0.2479 -2.2706 -1.5729
H -0.4714 -3.2973 -1.3653
H -0.0811 -2.1631 -2.6107
H -1.1126 -1.7203 -1.3364
*
```

***

No. 9
Computed, not measured: a single C4H7N3O molecule in a non-equilibrium geometry, with ωB97M-V/def2-TZVPD.

Summary:
- HOMO energy (eV) = -8.7185
- HOMO-LUMO gap (eV) = 9.5
- SMILES = [H]/N=C(\C=C)N/C=N\O
- ΔE to the lowest compared entry with this formula, charge and spin (kcal/mol) = 103.29

```
! RIJCOSX wB97M-V def2-TZVPD def2/J DEFGRID3
* xyz 0 1
H 2.7377 -0.2554 -0.8781
N 2.0581 -1.0422 -0.5847
C 1.0224 -0.5480 -0.0067
C 1.0378 0.7838 0.7026
C 1.1233 1.9036 0.0375
N -0.0131 -1.3825 0.2885
C -1.3206 -1.0767 0.1759
N -2.1633 -0.1252 -0.1165
O -1.5937 1.1205 -0.3371
H 0.8954 0.6552 1.8006
H 1.6692 1.7776 -0.8535
H 0.8910 2.8736 0.3926
H 0.4442 -2.2921 0.0742
H -1.9707 -1.9170 0.3742
H -2.2664 1.6666 -0.7795
*
```